(1)
Computed, not measured: 19 unconnected molecules or ions with the total composition C2H36F6NO22S2 at a distorted geometry, with the ωB97M-V functional and the def2-TZVPD basis.

M: 604.42 g mol⁻¹
E_LUMO: 1.75 eV
DFT total energy: -3203.44567 Eh
HOMO-LUMO gap: 9.7 eV
Charge: -1
E_HOMO: -7.947 eV

Geometry as XYZ:
```
69
Properties=species:S:1:pos:R:3:forces:R:3
O -0.22095 0.50109 -5.18732 -0.67 0.14 -0.43
F -0.23910 -3.30802 -1.78652 1.00 0.17 0.32
O -1.87645 -5.86041 -2.69804 0.31 -0.31 -0.54
H 2.88692 -1.17706 -4.84359 0.06 -0.17 -0.07
O 1.44394 -1.25769 3.61300 0.58 0.35 0.14
H 5.81519 -4.43574 -1.84607 0.28 -0.01 -0.06
H -2.81907 -1.22158 -4.08532 -0.10 -0.18 -0.11
H -2.67796 -0.14416 -1.87584 -0.10 0.02 -0.71
H -0.73059 4.39495 -1.52781 0.19 -0.36 -0.13
H 4.04458 0.70100 0.96963 -0.37 -0.12 -0.02
O -2.81195 0.02989 3.54030 -0.24 -0.13 -0.32
H 0.84505 7.59500 1.54004 0.05 0.24 0.08
H -1.61602 -0.31434 -3.93870 0.15 0.20 -0.24
O 2.61694 -0.30069 -4.56914 0.18 0.23 -0.49
H -1.96797 -6.72262 -2.29250 -0.02 -0.16 0.06
O 0.52788 -0.72124 -2.75242 -0.84 -0.86 0.97
O 1.89923 0.89610 0.78008 -0.75 0.43 -0.39
H 2.68070 -0.31797 -3.61423 0.02 0.07 0.39
C 0.84621 -2.89307 -1.11995 0.29 0.66 -1.04
H 1.01205 6.24846 0.86858 0.14 -0.28 -0.17
H -3.75468 -3.84238 -0.29578 -0.06 0.04 0.21
F 0.74964 -3.14778 0.13491 -0.35 -0.21 1.28
O -4.61017 1.28517 1.52115 -0.48 0.14 0.01
H -2.94597 -3.17262 -1.38632 0.10 0.47 -0.01
H -2.05994 -5.24192 -1.99091 -0.33 0.32 0.41
O -1.32502 5.09156 3.34310 -0.28 -0.35 0.33
F 1.97479 -3.50936 -1.57323 -1.26 0.81 -0.16
O 4.71905 1.37924 1.00596 0.69 0.12 0.01
S 0.73655 1.09452 -0.07352 2.60 5.26 1.98
S 1.02185 -0.96758 -1.41547 0.22 0.18 -1.71
H -1.00037 5.33881 2.47724 0.15 0.21 -0.35
H 0.84526 -1.95761 3.87361 -0.42 -0.42 0.03
H 0.56014 0.92718 -5.54027 0.28 -0.07 0.06
O -2.53213 -0.40503 -3.67649 -0.42 -0.06 0.16
O 5.32639 -1.00224 -1.52581 0.40 0.15 -0.21
O -3.04248 -4.00041 -0.91548 0.03 -0.25 -0.09
H 0.05776 0.15247 -4.34055 0.75 -0.02 0.25
H -2.27101 -1.12438 1.66069 -0.38 0.23 0.33
H -2.09039 0.57309 3.85737 0.47 0.36 0.32
H -1.74529 -0.16277 -0.68349 0.14 0.12 -0.16
H -3.89899 1.54688 2.10594 0.14 -0.12 0.24
H 0.97648 -0.78644 2.92334 -0.07 0.16 -0.23
H 4.56456 -0.44231 -1.37643 -0.14 0.21 0.12
H -0.77259 2.70855 5.53946 -0.16 0.16 0.08
H -0.13367 2.15249 4.28468 0.14 0.06 -0.16
O -0.66346 -3.18884 3.47642 0.43 -0.70 0.92
O -1.40244 4.98498 -1.18618 -0.23 0.11 0.05
H 4.24859 2.17197 1.26379 -0.25 0.03 0.00
H -1.48791 -3.02160 3.93307 -0.14 0.05 0.02
H -4.17417 1.05755 0.69997 0.24 -0.17 -0.43
H -1.03078 -1.11375 0.79259 0.34 0.11 -0.13
O -0.70232 1.91049 5.01564 -0.14 -0.30 0.23
F -0.03947 3.44724 0.78387 -0.97 -1.46 1.21
O -2.67271 -0.13444 -0.91870 -1.09 -0.06 0.60
O 0.92675 1.85878 -1.30196 -0.37 -0.37 1.19
F -1.64907 1.84749 0.98349 0.08 1.08 -0.41
H 4.99033 -1.89391 -1.43519 -0.06 -0.43 0.09
N -0.08486 -0.16004 -0.25966 1.66 -4.27 -2.51
O 2.44888 -0.65943 -1.34236 -1.62 -0.88 0.94
H -0.76505 -2.75294 2.63031 -0.39 0.50 -0.76
H 4.31715 -4.34568 -2.04521 -0.28 -0.05 -0.12
O 0.41633 6.74649 1.42833 -0.19 -0.03 0.05
F -0.05616 1.81433 2.38721 0.23 1.07 -1.25
C -0.36678 2.15971 1.09712 0.99 -1.34 -0.48
O 5.02056 -4.07000 -1.45745 -0.05 0.11 0.18
H -2.98962 -0.57661 4.25921 -0.08 -0.07 0.17
H -1.01708 5.85778 -1.26337 0.03 0.25 0.01
H -0.74744 5.54763 3.95518 0.15 0.16 0.03
O -1.52767 -1.66624 1.39598 -0.20 -0.76 0.40
```
Forces are in eV/Å.

From a Mulliken analysis of the wavefunction, the atomic charges in e read: -0.70, -0.16, -0.62, 0.28, -0.69, 0.29, 0.28, 0.37, 0.31, 0.40, -0.55, 0.28, 0.29, -0.58, 0.31, -0.78, -0.60, 0.29, 0.43, 0.31, 0.30, -0.17, -0.67, 0.27, 0.37, -0.60, -0.17, -0.63, 0.96, 0.74, 0.32, 0.37, 0.30, -0.70, -0.67, -0.67, 0.62, 0.17, 0.30, 0.39, 0.30, 0.30, 0.41, 0.28, 0.34, -0.74, -0.60, 0.29, 0.27, 0.32, 0.60, -0.62, -0.10, -0.54, -0.72, -0.17, 0.35, -0.34, -0.56, 0.40, 0.31, -0.60, -0.20, 0.22, -0.61, 0.22, 0.28, 0.28, -0.36


(2)
Computed, not measured: a molecular structure, C44H24I4N4PbTe4 at a distorted geometry, with the ωB97M-V functional and the def2-TZVPD basis.

M: 1833.92 g mol⁻¹
E_LUMO: -1.78 eV
DFT total energy: -4365.88668 Eh
HOMO-LUMO gap: 5.3 eV
E_HOMO: -7.063 eV

Geometry as XYZ:
```
81
Properties=species:S:1:pos:R:3:forces:R:3
C -2.64236 -1.08266 1.16472 0.07 0.08 -0.15
C 4.45406 2.17019 0.23865 0.01 0.01 0.02
C -2.05828 -1.13560 -3.53026 -0.08 0.05 0.00
H 2.15599 1.18183 4.68172 0.03 0.04 0.01
H 5.35281 0.33661 0.90168 -0.05 0.00 -0.01
N -1.34514 -0.40613 -1.48250 0.09 -0.17 -0.17
C -6.86253 -1.83040 -0.59329 0.03 0.02 0.01
H -4.15307 -2.03935 2.51414 0.00 -0.01 0.02
I 8.95899 4.02717 0.52904 -0.22 -0.10 -0.03
I -8.93886 -4.01896 -0.29898 0.20 0.07 -0.01
C 0.27348 0.27305 -7.66063 0.00 0.03 -0.22
C 0.90001 0.77848 2.87334 -0.03 0.02 -0.14
C -1.37248 1.84913 6.70064 0.00 -0.02 -0.05
C -3.14751 -1.37771 -0.11368 -0.01 0.09 0.03
C -3.24684 -1.46596 2.41278 0.01 0.00 0.05
Te 0.79891 -6.44565 -0.11739 0.13 0.49 -0.08
Te 2.28998 -4.27072 -0.16343 0.07 -0.62 0.33
H 7.62855 1.26545 1.02994 0.01 0.00 -0.01
C -2.51258 -1.10043 -1.32588 0.10 0.02 0.13
C 2.42250 1.36135 1.39166 -0.11 -0.04 -0.06
H -2.57839 -1.09906 4.46803 -0.03 0.00 0.00
C 5.97433 4.03063 -0.02265 -0.03 0.02 0.00
H 3.87342 4.12831 -0.41726 -0.02 -0.02 0.00
Te 0.92179 -1.90095 0.29172 0.18 -0.92 0.50
N 1.15145 0.89189 1.53517 0.09 0.05 0.20
C 7.02161 3.22334 0.39025 0.25 0.10 -0.01
I 0.32812 0.39494 -9.75669 0.00 -0.02 0.22
C 0.75489 -0.91411 -5.63457 0.02 -0.03 -0.05
Te 1.75007 -2.50682 -2.15897 0.18 -0.27 -0.78
C 0.80187 -0.83520 -7.02077 0.03 -0.04 0.00
C -0.29385 1.30576 -6.93041 -0.02 0.05 0.03
H 0.66059 -1.22408 5.53877 0.01 0.01 -0.02
C -0.32172 1.22398 -5.54655 0.03 -0.10 -0.08
C 1.22397 0.66058 -2.71081 -0.10 -0.03 0.08
C 2.06930 1.18876 3.60771 -0.04 0.01 0.05
H -3.81163 -3.97841 0.40644 0.03 0.03 0.01
C -2.96113 -1.56101 -2.61633 -0.05 -0.03 -0.05
H -3.83805 -2.16473 -2.78279 -0.01 0.01 -0.03
C 3.00920 1.53853 2.69722 0.02 0.01 -0.01
H -6.05245 -4.98993 0.33347 -0.02 0.00 0.00
H 1.25194 -1.63698 -7.58967 -0.03 0.00 -0.02
H 4.35204 1.67787 -2.39631 0.01 -0.02 -0.01
C 0.13125 0.09669 -3.38988 -0.08 0.28 -0.04
H -0.71125 2.16956 -7.42909 0.02 0.00 -0.02
H -0.75376 2.03219 -4.96958 -0.01 0.00 0.00
H -5.46882 -0.22196 -0.80502 0.03 0.00 0.01
H 4.01202 1.88417 2.88460 0.00 0.00 0.02
I -1.07908 1.35408 9.67718 0.03 -0.05 -0.22
H -1.93849 2.71147 7.02423 -0.01 -0.01 0.01
N 1.28330 0.94184 -1.37999 0.14 -0.37 -0.10
H 6.14615 5.06778 -0.27506 0.01 0.00 -0.01
H 0.34288 -0.79665 7.94754 -0.01 0.00 0.00
C -7.01963 -3.16733 -0.26353 -0.23 -0.07 -0.03
C 3.06836 1.62211 0.17280 -0.05 0.03 -0.08
H -1.62359 2.27160 4.61631 0.00 0.00 -0.01
N -1.50151 -0.38165 1.41758 0.04 -0.22 0.18
H -7.71506 -1.22832 -0.87527 -0.01 -0.01 0.00
C -0.81477 0.98106 7.62634 -0.05 0.08 0.27
H 1.16061 -1.79439 -5.15030 -0.03 0.03 0.07
H 2.74322 0.80976 -4.35336 0.02 0.00 0.00
C -4.66570 -3.36919 0.13651 -0.03 -0.01 -0.07
C -5.92849 -3.94382 0.08995 0.04 -0.05 0.06
C -4.48927 -2.02646 -0.18056 0.03 -0.02 0.03
Pb -0.57705 1.22335 -0.00660 -0.80 1.64 -0.06
C -1.19189 1.60043 5.34832 0.04 -0.04 0.10
C 2.54905 1.36839 -1.10249 -0.01 -0.14 0.22
C 5.52181 1.37492 0.64326 0.05 0.00 -0.02
C -1.35751 -0.30227 2.77082 0.14 0.10 -0.06
C 6.80677 1.89352 0.71514 -0.02 -0.01 0.05
C 3.31522 1.39391 -2.32334 0.01 0.02 -0.09
C -1.03926 -0.41268 -2.80942 0.11 -0.05 0.09
C 2.50340 0.95086 -3.31214 0.02 0.20 -0.03
C -0.28434 0.30206 3.44674 -0.11 0.00 0.00
C -0.45462 0.50012 4.91819 0.01 -0.03 -0.03
C -0.08616 -0.12344 7.21840 0.04 -0.04 0.00
C 0.09344 -0.35973 5.86178 -0.03 0.01 0.00
C 4.69522 3.49815 -0.10049 0.06 -0.02 0.02
C 0.19656 0.11261 -4.88462 -0.03 0.08 0.01
H -2.06380 -1.30360 -4.59465 0.01 -0.04 0.00
C -5.59536 -1.26727 -0.55126 -0.05 -0.06 -0.01
C -2.45288 -0.98483 3.40368 -0.07 0.01 0.01
```
Forces are in eV/Å.

From a Mulliken analysis of the wavefunction, the atomic charges in e read: 0.27, -0.78, -1.36, 0.53, 0.54, -0.13, -0.76, 0.53, 0.09, 0.09, -0.07, 0.20, -0.78, 1.79, -1.35, -0.34, -0.13, 0.39, -0.05, 0.20, 0.54, -0.75, 0.49, 0.56, -0.37, -0.06, 0.09, 0.19, 0.21, -0.72, -0.74, 0.49, 0.14, -0.28, -1.19, 0.56, -1.40, 0.53, -1.54, 0.40, 0.41, 0.51, 1.78, 0.40, 0.49, 0.49, 0.51, 0.09, 0.39, 0.03, 0.38, 0.40, -0.04, 1.76, 0.51, -0.27, 0.38, -0.02, 0.25, 0.52, -0.04, -0.66, -0.96, 1.27, 0.05, 0.13, 0.04, 0.26, -0.70, -1.38, -0.09, -1.10, 1.66, -1.21, -0.68, 0.12, 0.03, -0.85, 0.53, 0.02, -1.43


(3)
Computed, not measured: a gas-phase ion, C4H13N2 (charge +1) at a distorted geometry, with the ωB97M-V functional and the def2-TZVPD basis.

M: 89.16 g mol⁻¹
E_LUMO: -3.07 eV
DFT total energy: -269.39859 Eh
HOMO-LUMO gap: 11.2 eV
Charge: +1
E_HOMO: -14.277 eV

Geometry as XYZ:
```
19
Properties=species:S:1:pos:R:3:forces:R:3
H -2.48561 -1.22032 -1.00902 -0.02 -0.02 -0.64
H -1.23220 0.48256 1.44875 1.68 0.03 -0.26
N -0.37416 -1.13736 -0.81210 -0.30 -0.23 -1.49
H 0.39878 0.34802 -0.58957 -0.99 1.40 -0.10
H -0.96986 -1.96625 1.09746 -0.49 0.75 0.05
H 0.74058 -1.82033 0.74830 -1.51 0.86 -0.07
C -0.27736 -1.27816 0.60048 3.42 -0.22 1.96
H 2.55623 1.98243 0.90324 -1.42 -0.04 -0.30
C 1.97216 1.41996 0.13731 -1.76 0.54 0.67
H 2.29367 0.44887 0.16418 1.66 -2.33 -0.24
H -0.05940 2.05581 0.24270 0.33 -2.38 -0.61
C -1.64106 -0.60402 -1.34017 0.21 -2.06 -0.97
H 2.04041 1.82177 -0.86281 0.28 0.25 -0.03
H -1.73538 0.26698 -0.84633 -0.87 3.37 1.51
C -0.13778 0.19096 1.24680 -2.55 -0.88 2.22
H 0.39081 0.33353 2.22989 -0.41 -0.78 -1.04
N 0.40370 1.08269 0.24861 2.04 2.59 -1.09
H -0.27262 -2.06980 -1.18144 0.66 -0.02 -0.48
H -1.61093 -0.33734 -2.42629 0.03 -0.83 0.91
```
Forces are in eV/Å.

From a Mulliken analysis of the wavefunction, the atomic charges in e read: 0.36, 0.34, -0.46, 0.60, 0.42, 0.34, -0.58, 0.31, -0.84, 0.38, 0.36, -0.96, 0.35, 0.37, -0.74, 0.38, -0.24, 0.31, 0.31


(4)
Computed, not measured: C4H6N2OS in the gas phase at a distorted geometry, with the ωB97M-V functional and the def2-TZVPD basis.

M: 130.17 g mol⁻¹
E_LUMO: -0.33 eV
DFT total energy: -738.86843 Eh
HOMO-LUMO gap: 8.4 eV
E_HOMO: -8.754 eV

Geometry as XYZ:
```
14
Properties=species:S:1:pos:R:3:forces:R:3
H 2.06988 2.71283 0.09390 0.08 0.12 -0.02
C -1.15516 -1.44104 0.04402 -1.62 -0.60 -0.52
S 2.05477 -1.98199 0.13365 -1.08 0.07 0.05
C 1.45376 1.84566 0.26767 0.32 -0.33 0.13
H -0.60886 0.42397 -0.45471 0.50 0.23 0.29
H -3.79214 -0.03137 0.05886 -1.59 0.02 0.06
C 1.10373 -0.63957 -0.05350 2.71 1.23 -0.10
H -0.81401 -2.49325 -0.05312 -0.17 0.88 0.57
N -0.20155 -0.44488 -0.12861 -2.58 -0.86 0.08
O -2.87074 0.12013 0.01594 2.56 -1.45 0.19
N -2.43972 -1.27811 0.12191 1.30 0.81 -0.36
C 1.84616 0.66065 -0.19373 -0.41 -0.12 -0.33
H 0.59938 1.99235 0.91070 -0.26 -0.10 -0.06
H 2.75452 0.55463 -0.76299 0.24 0.10 0.03
```
Forces are in eV/Å.

From a Mulliken analysis of the wavefunction, the atomic charges in e read: 0.26, 0.08, -0.30, -0.77, 0.33, 0.36, 0.42, 0.28, -0.19, -0.42, -0.41, -0.29, 0.32, 0.33


(5)
Computed, not measured: a molecular structure, C18H19CaN6O2 at a distorted geometry, with the ωB97M-V functional and the def2-TZVPD basis.

M: 391.47 g mol⁻¹
E_LUMO: -3.13 eV
DFT total energy: -1853.88503 Eh
HOMO-LUMO gap: 7.7 eV
Charge: +1
E_HOMO: -10.789 eV

Geometry as XYZ:
```
46
Properties=species:S:1:pos:R:3:forces:R:3
C -0.28147 1.43038 3.76111 0.06 0.06 -0.20
H -4.51549 -0.07032 0.06269 -0.01 0.01 0.01
Ca 0.12375 1.24602 -1.51596 1.72 1.02 -3.02
C 2.11804 2.77951 4.13846 0.08 0.01 0.15
C 0.21095 1.63410 5.03855 -0.04 -0.01 0.05
O 0.85769 1.82276 0.33404 0.73 0.84 0.86
H 3.75396 -2.85487 1.09596 -0.02 -0.04 0.02
C 0.00616 1.63388 1.26913 -0.92 -0.48 0.50
H 3.04634 3.30663 4.28942 0.11 0.10 0.01
C -2.62986 0.21373 -4.86606 -0.02 0.02 0.13
C 3.63363 -3.10101 0.04152 0.27 0.05 0.09
H 2.36794 0.69023 0.62360 0.18 -0.12 0.10
H -4.33570 -1.08000 -4.71280 -0.07 0.02 0.02
N -1.21703 1.15151 1.08440 -0.13 0.07 1.60
H -2.56121 0.18312 -5.94217 -0.03 0.02 -0.05
H 3.39241 -4.15959 -0.03655 -0.04 0.06 0.06
N 2.85517 -0.20471 0.50970 -0.01 -0.01 0.01
C -2.53739 0.35693 -0.65947 -0.05 -0.03 1.17
C -3.64021 -0.41478 -2.79313 0.30 0.19 0.31
H -0.33033 1.26711 5.89714 -0.11 -0.04 0.03
C -2.65616 0.32232 -2.12299 -0.44 -0.22 -0.77
C -3.61323 -0.48218 -4.17556 0.32 0.19 -0.12
H 2.27719 -3.18293 -2.46395 -0.04 0.05 0.04
C 2.28830 -1.02988 -0.35872 0.03 -0.42 -0.05
H -3.19989 -0.27305 1.24911 -0.11 -0.05 -0.12
H 1.08211 -3.66804 -1.24318 0.04 0.08 -0.02
C -3.48892 -0.40959 0.20655 0.21 0.18 0.06
N -1.72246 1.00357 -2.80912 -0.92 0.02 -0.34
H 4.57957 -2.92438 -0.47614 -0.01 -0.02 0.03
H -0.94949 1.54503 -4.61918 -0.02 -0.08 -0.13
C -1.71966 0.95740 -4.12968 -0.20 -0.11 -0.43
H 1.79969 2.45332 6.22396 -0.02 0.01 0.12
N -1.52940 1.02491 -0.20894 -1.34 -0.25 -0.28
H 2.19107 2.95614 2.01246 -0.02 -0.04 -0.05
O -0.05022 -1.51101 -2.71515 -0.24 -0.03 -0.33
C 1.64218 2.57156 2.86121 -0.15 -0.07 -0.21
H -3.44543 -1.46860 -0.05203 -0.03 -0.04 0.05
H -1.21469 0.91514 3.59324 -0.04 -0.05 0.03
H 3.50538 -0.51808 1.20830 0.01 -0.03 -0.02
H -4.40491 -0.94242 -2.24667 -0.01 -0.04 0.13
C 0.44035 1.88846 2.65802 0.20 0.04 0.25
C 1.70866 -2.84251 -1.59309 -0.27 -0.14 -0.32
N 2.56452 -2.32790 -0.54408 -0.02 0.14 0.12
C 0.86732 -1.60630 -1.93254 0.50 -0.79 0.20
N 1.32147 -0.58550 -1.17059 0.52 -0.05 0.33
C 1.40930 2.30389 5.22915 0.04 -0.02 -0.02
```
Forces are in eV/Å.

From a Mulliken analysis of the wavefunction, the atomic charges in e read: -0.21, 0.36, 1.69, -0.73, -0.70, -1.12, 0.38, 0.73, 0.41, -0.62, -1.03, 0.21, 0.43, -0.91, 0.43, 0.35, -0.34, 0.84, -0.53, 0.40, 0.51, -0.53, 0.33, 0.31, 0.31, 0.35, -1.38, -0.52, 0.33, 0.37, -0.04, 0.40, -0.08, 0.40, -0.58, -0.38, 0.35, 0.47, 0.22, 0.39, 0.61, -0.37, 0.09, 0.26, -0.49, -0.37


(6)
Computed, not measured: C7H14N2 in the gas phase at a distorted geometry, with the ωB97M-V functional and the def2-TZVPD basis.

M: 126.20 g mol⁻¹
E_LUMO (alpha / beta): 0.91 / 0.91 eV
DFT total energy: -384.53473 Eh
HOMO-LUMO gap (alpha / beta): 7.8 / 7.8 eV
E_HOMO (alpha / beta): -6.847 / -6.847 eV

Geometry as XYZ:
```
23
Properties=species:S:1:pos:R:3:forces:R:3
C -2.51844 -0.02505 -0.07942 0.01 0.00 -0.25
H -0.08592 3.19468 -0.06078 -0.04 -0.08 -0.03
H 2.65668 0.16385 1.44292 -0.04 -0.01 -0.12
N -0.32152 1.16036 0.32370 -0.72 -0.57 -0.17
C 1.71847 0.14508 -1.18730 -0.19 0.35 0.15
H -2.83764 0.58519 -0.92905 0.01 0.02 0.08
C 2.18743 -0.77276 1.12486 -0.05 -0.30 -0.12
C -0.13135 -1.04894 0.13408 0.38 0.92 0.24
H -1.03190 2.36435 -1.31393 -0.01 -0.04 0.04
H -3.03859 0.33673 0.81267 0.03 0.02 -0.08
C 1.16328 -0.45935 0.07432 0.02 -0.87 -0.12
H 1.73630 -1.24696 1.99661 0.01 -0.01 -0.09
C -0.82174 2.40771 -0.23636 -0.20 -0.05 0.20
N -0.36428 -2.33412 0.64892 0.04 -0.25 0.11
H -1.32969 -2.53955 0.86872 0.13 0.11 0.06
H 2.27137 1.06520 -0.97943 0.05 -0.04 0.00
H 0.93624 0.36768 -1.91412 0.01 -0.05 0.08
H 2.42051 -0.56203 -1.64819 -0.05 0.01 0.06
H -2.84509 -1.04627 -0.28517 0.03 0.03 0.06
H 2.98271 -1.41956 0.73980 0.07 0.03 0.06
H -1.74236 2.70758 0.28015 -0.01 0.05 -0.09
C -1.03061 0.03711 0.10015 0.62 0.56 -0.15
H 0.02615 -3.08093 0.08685 -0.12 0.16 0.07
```
Forces are in eV/Å.

From a Mulliken analysis of the wavefunction, the atomic charges in e read: -1.45, 0.33, 0.35, -0.34, -1.27, 0.35, -1.44, -0.21, 0.33, 0.32, 1.44, 0.36, -1.07, -0.60, 0.24, 0.28, 0.35, 0.38, 0.38, 0.35, 0.32, 0.39, 0.21